No. 1
# C6H3NO4

The ion C6H3NO4 with charge -2 at a distorted geometry (ωB97M-V/def2-TZVPD, the Open Molecules 2025 dataset).

M: 153.1 g/mol
HOMO energy: 1.32 eV
net charge: -2
2S+1: 1
SMILES: CC([O-])=C=C([O-])C(=O)N=C=O
relative energy (zero: lowest compared OMol25 entry of this formula, charge and spin): 209.8 kJ/mol
orbital gap: 5.0 eV
calculated total energy: -15947.05810 eV

XYZ file:
```
14
C6H3NO4, DFT ωB97M-V/def2-TZVPD
C -0.23081 0.51730 0.31380
C -0.03050 0.19183 1.58435
C 2.27082 0.00380 -0.35058
C 1.45439 -0.37070 1.88623
C -0.85626 0.87968 -0.82294
C -1.68210 -0.34838 -1.34273
N 2.44868 -0.18162 0.83361
O -0.83834 1.92210 -1.52627
O -0.79023 0.10522 2.60113
O 2.56148 -0.07690 -1.49671
O 1.77299 -1.00246 2.87534
H -1.36082 -1.20431 -1.90642
H -2.30837 0.20267 -2.07187
H -2.41094 -0.63824 -0.57693
```

Mulliken atomic charge list, values in e, 2 entries: -0.01 0.51

No. 2
# C6H3O5Pb

A structure of composition C6H3O5Pb at a distorted geometry (ωB97M-V/def2-TZVPD, the Open Molecules 2025 dataset).

M: 362.3 g/mol
HOMO energy (alpha / beta): -21.32 / -21.32 eV
net charge: +3
2S+1: 1
orbital gap (alpha / beta): 6.4 / 6.4 eV
calculated total energy: -21716.57976 eV

XYZ file:
```
15
C6H3O5Pb, DFT ωB97M-V/def2-TZVPD
C 1.71984 -0.48827 0.04688
C 0.39038 -1.11911 -0.00338
O 0.12677 -3.21782 -1.39076
C 0.23796 -2.24711 -0.84318
O 1.88320 0.60569 -0.48718
H 2.56919 -1.07959 0.42239
Pb 3.35897 2.04013 -0.93822
O -1.65001 1.70485 0.84345
C -1.96195 1.47330 -0.52674
C -0.89669 0.73295 1.27417
O -2.54000 2.24207 -1.20262
O -1.36041 0.33436 -0.86039
C -0.78874 -0.25960 0.27581
H -0.57657 0.71169 2.31559
H -0.51192 -1.43356 1.07416
```

Mulliken atomic charge list, values in e, 2 entries: 0.02 0.13

No. 3
# C6H4

A structure of composition C6H4 at a distorted geometry (ωB97M-V/def2-TZVPD, the Open Molecules 2025 dataset).

M: 76.1 g/mol
HOMO energy (alpha / beta): -9.07 / -9.07 eV
2S+1: 1
relative energy (zero: lowest compared OMol25 entry of this formula, charge and spin): 495.8 kJ/mol
orbital gap (alpha / beta): 8.4 / 8.4 eV
calculated total energy: -6277.33694 eV

XYZ file:
```
10
C6H4, DFT ωB97M-V/def2-TZVPD
C 0.22715 0.54395 0.68534
C 0.84739 -0.90099 2.76307
C 0.27882 -0.43683 1.76459
C -0.95107 -0.36290 -0.50870
C 0.47347 -0.20984 -0.60408
C -1.11410 -0.28766 0.86735
H 0.51611 1.72483 0.84811
H 0.82487 0.33890 -1.51537
H 1.01628 -1.11848 -0.39240
H -1.95628 -0.10691 1.52277
```

Mulliken atomic charge list, values in e, 2 entries: -0.16 -0.21

No. 4
# C6H4

The molecule C6H4 at a distorted geometry (ωB97M-V/def2-TZVPD, the Open Molecules 2025 dataset).

M: 76.1 g/mol
HOMO energy (alpha / beta): -6.53 / -9.33 eV
2S+1: 3
relative energy (zero: lowest compared OMol25 entry of this formula, charge and spin): 91.0 kJ/mol
orbital gap (alpha / beta): 6.3 / 7.2 eV
calculated total energy: -6277.41154 eV
expectation value of S²: 2.02

XYZ file:
```
10
C6H4, DFT ωB97M-V/def2-TZVPD
C 1.00169 1.27487 0.17493
C -0.29372 1.89943 0.07041
C 0.81747 -0.04434 0.08797
C -1.24112 0.96555 -0.06328
C 0.08512 -1.06954 -0.04662
C -0.45356 -2.25492 -0.18017
H 1.94126 1.77813 0.31667
H -0.46409 2.96421 0.11811
H -1.51706 -2.34740 -0.31773
H 0.12400 -3.16599 -0.16028
```

Mulliken atomic charge list, values in e, 2 entries: -0.83 -0.14

No. 5
# C6H40NO18S

A cluster of 14 separate species, C6H40NO18S in total at a distorted geometry (ωB97M-V/def2-TZVPD, the Open Molecules 2025 dataset).

M: 446.4 g/mol
HOMO energy: -6.98 eV
net charge: -1
2S+1: 1
relative energy (zero: lowest compared OMol25 entry of this formula, charge and spin): 0.0 kJ/mol
orbital gap: 8.7 eV
calculated total energy: -56049.05307 eV

XYZ file:
```
66
C6H40NO18S, DFT ωB97M-V/def2-TZVPD
C 2.50131 -4.31322 1.57951
O 2.79074 -2.90747 1.85338
C 2.20368 -1.93503 0.94549
C 2.45249 -0.60050 1.71516
N 2.38932 0.62854 0.90167
H 3.12849 0.66099 0.14979
H 1.61690 0.38958 0.36643
C 2.49104 1.94900 1.50049
C 3.80606 2.13946 2.37759
O 3.86492 3.42418 2.80055
C 5.12044 3.55712 3.48599
H 2.93475 -5.09377 2.04815
H 2.54043 -4.45017 0.43584
H 1.36711 -4.59843 1.84987
H 1.22616 -2.17819 0.82237
H 2.75266 -2.12320 0.10348
H 3.39442 -0.56538 2.27391
H 1.66935 -0.49635 2.39317
H 1.64554 2.10874 2.18136
H 2.53852 2.69703 0.69507
H 4.27822 1.92759 1.50831
H 3.68799 1.33705 3.14962
H 5.50501 2.46513 4.04193
H 4.98057 4.42589 4.19764
H 5.99551 3.94458 2.83272
S -1.29591 0.26408 -0.68982
O -1.60567 -0.08689 -2.10205
O -1.71638 -0.89438 0.03491
O 0.17195 0.29078 -0.50345
O -2.05077 1.35421 -0.18479
O 1.39608 -1.55310 -2.05060
H 1.08561 -0.84636 -1.51257
H 0.57880 -1.83393 -2.12727
O -3.98427 1.16940 1.60583
H -4.26659 0.16811 1.53110
H -3.46951 1.04623 0.90165
O -4.24955 -1.56696 0.72452
H -3.54481 -1.17391 0.24937
H -4.01269 -2.41510 1.11394
O -1.01981 -2.58903 -3.11868
H -1.21681 -1.63443 -3.03370
H -1.14948 -3.03947 -2.31516
O -3.82031 0.40493 -3.15291
H -2.89008 0.09343 -2.68051
H -4.25214 1.19952 -2.82890
O -1.00170 3.33159 1.09448
H -1.43785 2.61151 0.67507
H -1.77405 3.72290 1.68159
O -3.58284 -2.34535 -4.19043
H -2.76789 -2.59577 -3.76999
H -3.66129 -1.40755 -3.83226
O -1.24185 -0.79262 2.58382
H -1.41045 -0.93416 1.67801
H -0.92610 0.09901 2.70261
O -1.62309 -3.35724 -0.40065
H -2.21240 -3.68149 0.28943
H -1.55075 -2.38152 -0.25924
O -3.89404 2.82566 -1.82511
H -4.03163 3.48787 -1.13135
H -3.14657 2.31854 -1.55022
O -0.78027 0.82275 -4.23970
H -1.45034 0.99106 -4.77578
H -1.26800 0.45426 -3.46367
O 0.92388 2.39329 -2.42611
H 0.63355 1.83779 -3.20762
H 0.63433 1.84920 -1.70331
```

Mulliken atomic charge list, values in e, 2 entries: -0.72 -0.48

No. 6
# C6H40O15

A cluster of 15 separate species, C6H40O15 in total at a distorted geometry (ωB97M-V/def2-TZVPD, the Open Molecules 2025 dataset).

M: 352.4 g/mol
HOMO energy: -9.85 eV
2S+1: 1
relative energy (zero: lowest compared OMol25 entry of this formula, charge and spin): 433.6 kJ/mol
orbital gap: 9.9 eV
calculated total energy: -37581.22316 eV

XYZ file:
```
61
C6H40O15, DFT ωB97M-V/def2-TZVPD
C 0.92359 0.78376 -0.86344
O 1.92328 0.12659 -0.20815
C -0.39646 0.03285 -0.72100
C -1.18155 0.32605 0.53734
C -1.84080 1.72871 0.34778
C -3.51607 2.01889 -1.48446
C -3.20140 1.62183 -0.27398
H 0.64253 1.85921 -0.61590
H 1.12737 0.77407 -1.98286
H 2.00921 0.41755 0.66585
H -0.87293 0.19014 -1.70128
H -0.10461 -1.04784 -0.76040
H -1.89835 -0.50661 0.67980
H -0.70406 0.15484 1.55044
H -1.93408 2.48291 1.09824
H -1.09342 2.31160 -0.30565
H -2.93766 2.59490 -2.25934
H -4.61579 2.01206 -1.81578
H -3.91446 1.16724 0.40354
H 4.75287 0.89017 -2.27728
H 3.38090 0.25504 -1.73371
O 3.79628 0.80148 -2.35091
H 1.21091 3.55450 1.08995
H 0.75556 4.78821 2.13949
O 0.61601 3.76119 1.83138
H 1.09019 -2.94652 -1.89594
H 0.30527 -3.79223 -2.93038
O 0.59705 -2.91738 -2.73722
H -0.13650 2.63326 3.09181
H -0.52636 1.36381 4.03179
O 0.21198 1.97719 3.75838
H 4.09047 -2.30847 -1.34369
H 3.73477 -1.04156 -0.46533
O 4.53189 -1.50367 -0.97719
H 1.15660 0.78096 2.98750
H 2.42269 -0.04107 3.37260
O 1.69818 0.03944 2.63779
H -2.47529 -3.04487 2.93787
H -2.65408 -1.72165 2.23847
O -1.97289 -2.26079 2.65974
H -0.35041 -2.52850 2.02651
H 0.78764 -1.47188 1.88981
O 0.53335 -2.41876 1.76090
H -3.32650 -1.31181 -0.05394
H -4.75246 -0.71783 0.00556
O -4.15798 -1.27234 0.47513
H 2.21396 -0.40337 -3.63871
H 1.46197 -1.51644 -2.91611
O 1.44129 -0.66864 -3.27629
H -0.94092 -1.97837 -2.80131
H -2.06734 -2.07939 -3.80886
O -1.93963 -2.15612 -2.86254
H 2.83606 2.14708 -1.50627
H 1.83603 2.76380 -2.63734
O 2.47693 2.96267 -1.89466
H 1.56493 -1.66484 -0.53874
H 1.51609 -3.00447 0.28781
O 1.76869 -2.60197 -0.52392
H -2.58721 0.20815 4.39061
H -1.54065 -0.73662 3.45684
O -1.77471 0.13385 3.80963
```

Mulliken atomic charge list, values in e, 2 entries: -0.73 -0.02

Question: Among the records above, which one has the highest calculated total energy?
Answer: number 3